[1]
DFT (ωB97M-V with the def2-TZVPD basis set) results for C11H20N2S4Y as an isolated structure.

Calculated values
energy relative to the best compared isomer or geometry (same formula, charge and spin)	0.7	kcal/mol
gap between HOMO and LUMO	8.374	eV
M	397.469	g/mol
HOMO energy	-19.3	eV

ORCA input file:
```
! wB97M-V def2-TZVPD RIJCOSX def2/J DEFGRID3
* xyz 3 1
Y 0.025 -0.052 0.001
C -3.051 1.803 0.750
C -3.128 0.793 1.885
S -2.189 -0.742 1.535
C -1.481 -1.176 3.173
C -0.365 -2.198 3.029
S 1.073 -1.704 2.011
C 2.094 -0.589 3.047
C 1.683 0.876 3.093
S 1.736 1.602 1.409
C 0.864 3.200 1.593
C -0.644 3.080 1.754
S -1.368 2.311 0.258
H -3.599 2.707 1.020
H -3.501 1.421 -0.169
H -4.169 0.506 2.034
H -2.756 1.201 2.824
H -2.288 -1.611 3.764
H -1.144 -0.262 3.662
H -0.722 -3.117 2.561
H 0.022 -2.476 4.011
H 3.103 -0.704 2.646
H 2.106 -1.011 4.053
H 2.404 1.432 3.693
H 0.693 1.016 3.524
H 1.135 3.775 0.705
H 1.303 3.711 2.450
H -1.085 4.073 1.853
H -0.908 2.493 2.633
N -0.151 1.037 -3.202
C -0.074 0.586 -4.456
C 0.158 -0.778 -4.402
C 0.202 -1.077 -3.054
N 0.011 0.033 -2.299
H -0.305 1.991 -2.915
H -0.183 1.250 -5.299
H 0.275 -1.453 -5.232
H 0.363 -2.044 -2.596
*
```

[2]
DFT (ωB97M-V with the def2-TZVPD basis set) results for C22H15Br2HoN4OS as an isolated structure.

Calculated values
<S²>	6.00
energy relative to the best compared isomer or geometry (same formula, charge and spin)	11.7	kcal/mol
gap between HOMO and LUMO (alpha / beta)	6.543 / 6.587	eV
M	708.194	g/mol
HOMO energy (alpha / beta)	-13.6 / -13.6	eV

ORCA input file:
```
! wB97M-V def2-TZVPD RIJCOSX def2/J DEFGRID3
* xyz 2 5
Ho -1.332 -1.261 -1.104
N 2.579 -2.050 1.028
C 3.735 -1.976 0.199
C 4.986 -1.860 0.776
C 6.110 -1.738 -0.032
C 5.981 -1.701 -1.409
C 4.721 -1.801 -1.990
C 3.613 -1.960 -1.183
S 2.015 -2.235 -1.915
N 0.963 -1.765 -0.636
C 1.340 -1.779 0.611
C 0.298 -1.415 1.616
C 0.600 -0.930 2.875
C -0.435 -0.593 3.740
C -1.745 -0.767 3.328
C -1.976 -1.248 2.051
N -0.983 -1.548 1.202
H 2.758 -2.131 2.016
H 5.093 -1.878 1.855
H 7.087 -1.671 0.425
H 6.853 -1.593 -2.037
H 4.613 -1.789 -3.068
H 1.627 -0.790 3.184
H -0.217 -0.199 4.724
H -2.575 -0.534 3.980
H -2.983 -1.414 1.687
C 0.752 1.638 -1.184
C -0.700 2.025 -1.147
C -1.120 3.354 -1.108
C -2.462 3.650 -1.084
C -3.420 2.622 -1.082
C -4.823 2.821 -1.055
Br -5.536 4.566 -1.040
C -5.675 1.753 -1.036
C -5.177 0.441 -1.041
Br -6.355 -1.022 -0.982
C -3.821 0.180 -1.081
O -3.314 -1.065 -1.083
C -2.937 1.292 -1.103
N -1.580 1.019 -1.143
H 1.385 2.502 -1.370
H 0.935 0.908 -1.975
H 1.043 1.206 -0.224
H -0.384 4.145 -1.107
H -2.793 4.680 -1.065
H -6.745 1.909 -1.016
*
```

[3]
DFT (ωB97M-V with the def2-TZVPD basis set) results for a 2-piece molecular cluster, C18H16FINO5P overall.

Calculated values
gap between HOMO and LUMO	8.385	eV
structure (SMILES)	Nc1cc([PH2]=O)cc2c1C(=O)c1cc(F)cc(I)c1C2=O.CCOC(C)=O
M	503.204	g/mol
HOMO energy	-9.2	eV

ORCA input file:
```
! wB97M-V def2-TZVPD RIJCOSX def2/J DEFGRID3
* xyz 0 1
N -2.714 1.382 1.114
C -2.364 0.026 0.745
C -2.888 -0.677 -0.432
C -2.493 -2.032 -0.816
P -3.113 -2.917 -2.340
O -2.171 -4.052 -2.677
C -1.531 -2.773 0.014
C -1.007 -2.082 1.179
C -1.390 -0.704 1.568
C -0.707 -0.066 2.832
O -1.297 0.592 3.644
C 0.820 -0.406 2.964
C 1.777 0.587 3.414
C 3.178 0.173 3.459
F 4.105 1.093 3.904
C 3.578 -1.164 3.058
C 2.608 -2.185 2.615
I 3.226 -4.161 2.024
C 1.203 -1.781 2.571
C 0.056 -2.751 2.117
O -0.027 -3.895 2.482
H -3.673 1.607 0.843
H -2.088 1.960 0.534
H -3.621 -0.136 -1.076
H -2.981 -1.957 -3.404
H -4.465 -3.340 -2.217
H -1.184 -3.809 -0.220
H 1.398 1.593 3.691
H 4.664 -1.398 3.097
C 2.239 1.411 -3.117
C 0.775 1.170 -2.816
O 0.428 1.657 -1.512
C 0.074 2.925 -1.249
C 0.314 3.988 -2.287
O -0.360 3.208 -0.158
H 2.477 2.476 -3.133
H 2.507 0.983 -4.085
H 2.866 0.957 -2.347
H 0.114 1.586 -3.578
H 0.584 0.096 -2.796
H 1.282 4.455 -2.105
H -0.469 4.740 -2.196
H 0.270 3.622 -3.310
*
```

[4]
DFT (ωB97M-V with the def2-TZVPD basis set) results for C29H52IN13O3ReSi4Te as an isolated structure.

Calculated values
<S²>	3.78
energy relative to the best compared isomer or geometry (same formula, charge and spin)	25.8	kcal/mol
gap between HOMO and LUMO (alpha / beta)	6.518 / 6.113	eV
M	1183.878	g/mol
HOMO energy (alpha / beta)	-6.9 / -7.2	eV

ORCA input file:
```
! wB97M-V def2-TZVPD RIJCOSX def2/J DEFGRID3
* xyz 0 4
Re -0.759 1.247 -0.097
N -3.503 2.254 -2.213
C -3.133 0.933 -2.190
N -3.760 0.049 -2.931
N -3.290 -1.144 -2.517
N -2.525 -0.994 -1.461
N -2.337 0.338 -1.283
C -2.878 3.238 -1.508
N -3.161 4.546 -1.660
N -2.304 5.135 -0.837
N -1.511 4.299 -0.229
N -1.837 3.050 -0.693
H -4.096 2.513 -3.015
O 2.610 0.941 1.131
C 3.083 1.328 -0.158
C 2.199 2.180 -1.074
C 2.826 3.153 -1.812
C 2.204 3.688 -2.928
C 0.968 3.186 -3.369
C 0.393 2.261 -2.513
N 0.877 1.943 -1.290
H 2.507 1.755 1.651
H 3.312 0.376 -0.713
H 4.001 1.885 -0.031
H 3.806 3.490 -1.598
H 2.659 4.453 -3.530
H 0.531 3.403 -4.311
H -0.504 1.754 -2.895
I -2.258 8.537 4.233
C -1.481 6.803 3.451
C -0.083 6.796 3.319
C 0.598 5.661 2.883
C -0.126 4.553 2.455
C -1.561 4.573 2.495
C -2.200 5.664 3.049
C 0.643 3.341 2.022
O 1.844 3.158 2.318
O -0.005 2.330 1.329
H 0.396 7.750 3.538
H 1.681 5.659 2.977
H -2.147 3.729 2.163
H -3.294 5.615 3.131
C 2.980 -4.494 1.652
Si 3.237 -3.972 -0.197
C 3.734 -5.475 -1.247
C 4.602 -2.665 -0.249
Si 1.345 -3.110 -1.258
Te 0.587 -0.872 -0.160
Si -0.570 -4.506 -1.205
C -1.545 -3.859 0.322
C -1.780 -4.208 -2.661
C -0.178 -6.344 -0.969
Si 1.872 -2.530 -3.489
C 0.849 -0.990 -4.053
C 1.441 -4.049 -4.577
C 3.699 -2.135 -3.846
H 3.943 -4.963 1.997
H 2.209 -5.234 1.757
H 2.808 -3.750 2.416
H 4.393 -6.126 -0.627
H 4.209 -5.098 -2.181
H 2.880 -6.110 -1.459
H 5.452 -2.961 0.354
H 4.306 -1.648 0.056
H 5.012 -2.585 -1.233
H -1.979 -2.862 0.108
H -0.914 -3.821 1.224
H -2.451 -4.479 0.489
H -1.401 -3.536 -3.447
H -2.666 -3.686 -2.205
H -2.041 -5.163 -3.096
H 0.168 -6.516 0.040
H 0.607 -6.740 -1.666
H -1.127 -6.904 -1.156
H 1.074 -0.671 -5.063
H 1.193 -0.242 -3.330
H -0.244 -1.042 -3.910
H 2.125 -4.892 -4.244
H 1.722 -3.775 -5.559
H 0.373 -4.336 -4.515
H 4.115 -1.462 -3.072
H 3.839 -1.646 -4.810
H 4.275 -3.067 -3.776
C -1.011 1.631 4.706
N -1.203 0.684 3.666
C -0.168 -0.403 3.498
C -2.230 0.778 2.779
N -1.991 0.494 1.469
N -3.511 1.026 3.188
C -3.942 0.666 4.521
C -4.501 1.640 2.310
H -0.049 2.210 4.597
H -0.991 1.139 5.697
H -1.879 2.296 4.744
H -0.110 -0.962 4.454
H 0.808 -0.030 3.171
H -0.542 -1.062 2.730
H -2.766 -0.073 1.072
H -3.088 0.294 5.092
H -4.739 -0.099 4.530
H -4.326 1.554 5.063
H -5.421 1.043 2.317
H -4.101 1.667 1.294
H -4.784 2.607 2.658
*
```